No. 1
Below is a 8-piece molecular cluster, C25H63BO36P7 overall at a distorted geometry, with properties calculated with wB97M-V/def2-TZVPD.

Summary:
HOMO (spin up / spin down) = -10.4 / -10.4 eV
multiplicity = 2
LUMO level (spin up / spin down) = -2.9 / -7.3 eV
F_max = 6.53 eV Å⁻¹

Last column: Mulliken spin population.
Atoms and positions in Å:
1 O -1.35152 0.99659 2.08652  0.43
2 C -0.86671 1.01730 0.99738  -0.01
3 O -0.08038 0.08258 0.49719  0.07
4 B 0.45692 0.55539 -0.82463  0.03
5 O -0.23134 1.86303 -0.96502  0.09
6 C -1.10931 2.09474 -0.05219  0.00
7 O -1.92071 2.92104 -0.02232  0.34
8 O 0.07812 -0.42636 -1.88970  0.01
9 C 1.24344 -0.92269 -2.36443  -0.01
10 O 1.35154 -1.84366 -3.16158  0.00
11 C 2.33148 -0.02569 -1.85770  0.01
12 O 1.85405 0.85811 -1.04418  0.02
13 O 3.52907 -0.08586 -2.20415  0.00
14 C -7.62784 -1.98015 1.84324  0.00
15 O -6.91799 -2.05874 0.61500  0.00
16 P -5.41576 -2.62804 0.70819  0.00
17 O -4.92768 -3.05513 2.05701  0.00
18 O -5.30167 -3.85126 -0.39326  0.00
19 C -5.46175 -3.52239 -1.72916  0.00
20 O -4.58923 -1.43200 0.03454  0.00
21 C -3.84231 -0.45913 0.80942  0.00
22 H -7.68333 -0.90158 1.99059  0.00
23 H -7.24339 -2.53310 2.70029  0.00
24 H -8.62097 -2.37884 1.63625  0.00
25 H -6.45679 -3.77461 -2.09574  0.00
26 H -4.79902 -4.09156 -2.38102  0.00
27 H -5.31532 -2.46494 -1.94929  0.00
28 H -4.23698 -0.19981 1.79181  0.00
29 H -3.90894 0.52676 0.34933  0.00
30 H -2.81277 -0.80071 0.91645  0.00
31 C -6.64827 4.08622 7.53621  0.00
32 O -5.98796 3.97513 6.27264  0.00
33 P -4.42514 3.48577 6.30302  0.00
34 O -4.36508 2.26885 7.03308  0.00
35 O -3.96944 3.39351 4.74794  0.00
36 C -3.90454 2.11922 4.15850  -0.01
37 O -3.71866 4.82960 6.91658  0.00
38 C -3.95496 6.12796 6.39216  0.00
39 H -6.91331 5.07040 7.92254  0.00
40 H -6.11554 3.63159 8.37144  0.00
41 H -7.60652 3.62567 7.29590  0.00
42 H -3.40622 2.24624 3.19743  0.01
43 H -4.86849 1.61227 4.11483  0.00
44 H -3.27465 1.37757 4.64971  0.00
45 H -4.68196 6.08400 5.58121  0.00
46 H -3.03591 6.55071 5.98628  0.00
47 H -4.28769 6.93451 7.04551  0.00
48 C 6.16967 -6.08473 -3.68372  0.00
49 O 4.81606 -5.87742 -3.92546  0.00
50 P 4.26926 -5.74520 -5.46487  0.00
51 O 4.71440 -6.81824 -6.39165  0.00
52 O 2.66849 -5.61808 -5.37544  0.00
53 C 2.05356 -4.89836 -4.27761  0.00
54 O 4.61632 -4.18150 -5.79305  0.00
55 C 4.36645 -3.70781 -7.09855  0.00
56 H 6.46999 -5.48973 -2.82123  0.00
57 H 6.73581 -5.74068 -4.54929  0.00
58 H 6.47478 -7.10259 -3.44089  0.00
59 H 1.52825 -5.65122 -3.68993  0.00
60 H 1.35394 -4.31470 -4.87591  0.00
61 H 2.75645 -4.20749 -3.81206  0.00
62 H 3.94758 -4.51423 -7.70049  0.00
63 H 5.18621 -3.26814 -7.66669  0.00
64 H 3.71752 -2.83203 -7.09731  0.00
65 C 6.20331 -5.16402 1.08585  0.00
66 O 5.47034 -3.96905 1.38512  0.00
67 P 6.23158 -2.52691 1.35805  0.00
68 O 7.01016 -2.20773 0.17833  0.00
69 O 4.99936 -1.44785 1.63880  0.00
70 C 3.99080 -1.29585 0.61653  0.00
71 O 7.18679 -2.67060 2.63526  0.00
72 C 8.05823 -1.48381 2.91764  0.00
73 H 5.99082 -5.65314 2.03648  0.00
74 H 7.24257 -4.86537 0.94854  0.00
75 H 5.72020 -5.57238 0.19819  0.00
76 H 3.92010 -0.25462 0.30198  0.00
77 H 3.07101 -1.34016 1.19973  0.00
78 H 3.76661 -2.01274 -0.17335  0.00
79 H 7.47451 -0.60472 3.19073  0.00
80 H 8.52798 -1.19025 1.97888  0.00
81 H 8.74893 -1.67068 3.73990  0.00
82 C -4.27617 4.40969 -2.76599  0.00
83 O -3.22198 3.49932 -2.96980  0.00
84 P -3.64197 2.07589 -3.64338  0.00
85 O -5.12599 1.86227 -3.78185  0.00
86 O -2.76103 0.93811 -2.89823  0.00
87 C -2.61637 -0.39142 -3.36709  0.00
88 O -2.90067 2.11302 -5.08090  0.00
89 C -1.54636 2.30307 -5.41565  0.00
90 H -3.76445 5.02795 -2.02844  0.00
91 H -5.21889 3.95841 -2.45661  0.00
92 H -4.59645 4.92699 -3.67038  0.00
93 H -2.88676 -1.10622 -2.58988  0.00
94 H -1.59201 -0.60504 -3.67230  0.00
95 H -3.24925 -0.66236 -4.21216  0.00
96 H -1.10127 1.38815 -5.80671  0.00
97 H -0.92000 2.56550 -4.56307  0.00
98 H -1.55036 2.93126 -6.30642  0.00
99 C -1.26195 -2.06044 3.40813  0.02
100 O -1.18949 -1.50905 4.75104  0.00
101 P 0.19362 -1.78457 5.55625  0.00
102 O 0.15937 -1.22828 6.89442  0.00
103 O 1.45918 -1.45077 4.56279  0.00
104 C 1.64381 -0.15614 4.01304  0.01
105 O 0.29024 -3.37934 5.59955  0.00
106 C 1.35602 -4.05208 6.20601  0.00
107 H -2.27678 -2.34310 3.12828  0.00
108 H -0.66817 -2.96808 3.29993  0.00
109 H -1.10865 -1.38201 2.56889  0.00
110 H 1.34991 0.55333 4.78659  0.00
111 H 0.89751 -0.12619 3.21917  0.00
112 H 2.54504 -0.03645 3.41174  0.00
113 H 1.91277 -3.44063 6.91611  0.00
114 H 2.00469 -4.44013 5.42068  0.00
115 H 0.79222 -4.84483 6.69772  0.00
116 C 3.96532 6.74173 -1.68645  0.00
117 O 3.95071 6.60451 -3.11679  0.00
118 P 2.69838 5.83437 -3.88409  0.00
119 O 2.34052 6.38336 -5.21750  0.00
120 O 3.25086 4.27926 -4.04557  0.00
121 C 2.42673 3.11155 -3.88178  0.00
122 O 1.51679 5.69840 -2.75650  0.00
123 C 0.19362 5.77652 -3.18399  0.00
124 H 4.66743 6.00220 -1.30145  0.00
125 H 3.08803 6.52030 -1.07864  0.00
126 H 4.32768 7.70018 -1.31473  0.00
127 H 2.27134 2.46720 -4.74709  0.00
128 H 1.46386 3.40230 -3.46174  0.00
129 H 2.87512 2.65470 -2.99955  0.00
130 H 0.05343 5.83095 -4.26357  0.00
131 H -0.32673 6.59361 -2.68430  0.00
132 H -0.30935 4.89602 -2.78419  0.00

Force components x, y, z for each atom (eV/Å):
O -0.1 0.7 -0.4
C 1.1 -4.2 2.7
O -0.3 1.6 0.3
B -0.3 -0.3 -2.0
O -0.3 0.1 -0.2
C 1.3 0.8 -3.1
O -1.9 1.5 0.9
O 0.7 0.4 1.3
C -0.9 -2.0 -2.5
O -0.3 2.0 2.0
C 6.0 -1.1 -2.2
O -1.1 0.5 2.1
O -4.0 0.2 1.0
C -1.5 0.7 0.0
O 1.9 -1.4 -0.2
P 0.8 -1.4 0.7
O -0.8 0.7 -1.9
O 0.1 1.8 2.6
C -0.7 0.3 -2.3
O 0.4 0.4 0.4
C -0.4 0.1 0.0
H -0.3 -0.2 0.8
H 0.6 0.2 -0.3
H -0.1 0.2 0.1
H -0.3 0.0 0.3
H 0.4 -0.1 0.4
H 0.1 0.0 0.1
H -0.3 -0.9 0.3
H 0.2 -0.3 -0.9
H -0.1 0.0 -0.1
C -1.0 -0.5 0.1
O 1.6 0.6 -0.7
P -1.8 3.9 -1.2
O 1.3 -2.2 1.5
O -0.4 0.9 1.9
C 0.5 -1.4 -0.5
O -0.1 -1.5 0.0
C 0.1 0.7 -1.5
H 0.5 0.7 -0.8
H 0.0 -0.6 -0.4
H 0.0 -0.3 0.8
H -0.6 0.2 -0.2
H -0.2 0.4 -0.4
H 0.2 0.4 0.7
H 0.0 0.0 0.0
H 0.2 -0.4 -0.2
H -0.3 -0.8 1.0
C 1.8 0.5 0.0
O -2.3 0.1 -1.6
P -0.3 0.0 0.2
O -0.3 1.6 0.9
O 1.8 -1.2 0.5
C -0.4 0.2 -1.8
O 1.1 -1.0 0.6
C -0.7 0.4 -1.2
H -0.1 0.2 -0.1
H 0.3 -0.1 0.1
H -0.6 -0.3 -0.3
H 0.3 0.5 0.5
H -0.4 0.3 0.8
H -0.2 -0.4 0.4
H -0.2 0.2 -0.2
H 1.0 -0.7 0.6
H -0.7 -0.3 0.5
C -0.5 1.1 0.8
O -0.1 3.2 -0.2
P -1.6 -0.8 0.5
O 0.3 0.2 -1.0
O 1.8 -2.1 -0.6
C -1.9 1.0 1.5
O -0.2 1.8 0.8
C -0.8 0.0 -0.8
H 0.7 -1.2 -0.6
H 0.1 -0.7 -0.1
H 0.4 -0.5 0.2
H 1.0 -0.2 -0.6
H -0.4 -0.3 0.3
H 1.4 -0.2 -0.1
H -0.5 -0.3 0.2
H 0.4 -0.4 0.2
H -0.1 -0.6 -0.4
C -0.5 0.9 0.5
O 0.3 -3.2 -0.9
P -0.6 -0.5 -1.9
O 2.9 0.3 0.5
O -0.6 1.7 0.7
C -0.1 -1.2 -0.6
O -1.6 -0.2 0.8
C 0.4 -0.7 -0.5
H -1.1 0.7 0.0
H 0.4 -0.3 0.7
H 0.7 0.3 -0.2
H 0.1 0.3 0.3
H 0.0 0.4 0.2
H -0.2 0.6 -0.1
H -0.3 -0.5 0.2
H -0.1 0.7 -0.2
H 0.4 0.7 0.6
C -0.9 -0.7 -0.3
O 1.3 -0.3 -1.0
P 0.1 -1.3 -0.7
O 0.3 1.0 0.1
O -0.6 -1.0 1.0
C -1.9 -0.2 -0.6
O -1.1 2.0 -1.5
C -0.1 -0.8 0.3
H -0.4 -0.2 1.0
H 0.2 0.3 0.1
H 1.1 0.7 0.5
H 0.8 0.6 -0.3
H -0.5 0.6 -0.1
H 0.6 -0.1 1.1
H -0.1 0.0 0.0
H 0.2 -0.1 0.2
H 0.9 -0.4 0.4
C 1.0 -0.9 1.3
O -2.7 -0.7 -0.4
P 1.2 -1.1 -0.6
O 0.2 -0.2 2.0
O -0.4 1.7 -0.1
C -0.2 0.9 2.0
O 2.4 0.5 -1.0
C -1.9 -0.3 0.4
H 0.3 0.0 -0.1
H -0.7 0.1 -1.0
H 0.0 0.3 -0.9
H 0.6 0.3 -0.1
H -0.4 0.1 -0.4
H 0.2 -0.9 -0.5
H 0.2 0.1 0.1
H 0.3 0.4 -0.2
H -0.1 -0.3 -0.3

No. 2
Below is a 3-piece molecular cluster, C4H8O3 overall at a distorted geometry, with properties calculated with wB97M-V/def2-TZVPD.

Summary:
HOMO = -8.3 eV
LUMO level = 0.9 eV
energy above the lowest of the compared OMol25 structures with the same formula, charge and spin = 82.9 kcal/mol
F_max = 1.67 eV Å⁻¹

Last column: Mulliken charge in e.
Atoms and positions in Å:
1 C -1.39340 0.84396 0.18852  -1.00
2 C 0.10226 0.85428 0.10920  0.54
3 O 0.59641 1.90545 -0.61617  -0.47
4 C 0.95579 -0.02973 0.64476  -0.49
5 O 0.62004 -0.73295 1.77387  -0.48
6 C 0.09152 -2.23887 -0.59352  0.09
7 O 0.24239 -2.94596 0.28617  -0.22
8 H -1.79360 1.46398 -0.62123  0.35
9 H -1.79314 -0.16938 0.06886  0.30
10 H -1.75227 1.24810 1.13775  0.32
11 H -0.12209 0.11017 -2.06216  0.18
12 H 1.50378 2.03950 -0.30983  0.31
13 H 1.99048 -0.06847 0.28715  0.30
14 H 0.90398 -1.65264 1.70601  0.37
15 H -0.15216 -0.62744 -1.99937  -0.11

Force components x, y, z for each atom (eV/Å):
C 0.0 0.0 0.1
C 0.0 -0.2 0.4
O 0.2 0.0 -0.2
C 0.1 0.6 0.1
O -0.1 -0.2 0.1
C 0.1 -1.4 0.9
O -0.1 0.5 -1.0
H 0.1 -0.1 0.2
H 0.1 0.2 0.1
H 0.0 0.0 0.0
H 0.0 0.0 -0.5
H -0.1 0.1 -0.3
H -0.1 0.1 0.4
H 0.0 0.1 0.0
H -0.1 0.3 -0.4

No. 3
Below is C28H34F8N7O4RuS2Se as an isolated structure, with properties calculated with wB97M-V/def2-TZVPD.

Summary:
HOMO (spin up / spin down) = -1.0 / -0.6 eV
multiplicity = 2
LUMO level (spin up / spin down) = 4.1 / 4.1 eV
energy above the lowest of the compared OMol25 structures with the same formula, charge and spin = 39.4 kcal/mol
F_max = 0.90 eV Å⁻¹
total charge = -2

Last column: Mulliken spin population.
Atoms and positions in Å:
1 Ru 0.98044 0.60969 -0.78882  1.01
2 C -5.55181 1.30255 0.90430  0.00
3 C -5.34213 2.78907 0.63199  0.00
4 C -5.12196 3.56038 1.93079  0.00
5 C -4.22376 3.03393 -0.38272  0.00
6 N -2.91006 2.67069 0.12670  0.00
7 C -2.31935 1.48197 0.13946  -0.01
8 N -1.20786 1.64904 0.82889  0.01
9 N -1.11089 2.93877 1.19521  -0.01
10 N -2.15012 3.55864 0.78273  0.00
11 H -6.38747 1.15539 1.59182  0.00
12 H -4.66714 0.85895 1.36688  0.00
13 H -5.75398 0.74915 -0.01340  0.00
14 H -6.24325 3.17992 0.14600  0.00
15 H -4.25654 3.17234 2.47140  0.00
16 H -5.99287 3.46488 2.58257  0.00
17 H -4.94156 4.62067 1.74561  0.00
18 H -4.16140 4.08753 -0.65025  0.00
19 H -4.38702 2.45543 -1.28819  0.00
20 H -2.54910 0.55582 -0.40467  0.00
21 C 4.34168 -4.83465 0.62961  0.00
22 C 4.00085 -3.41262 1.04495  0.00
23 N 4.45550 -2.45133 0.06075  0.00
24 C 3.71794 -1.35897 -0.32940  -0.01
25 S 2.05845 -1.26208 -0.06579  0.00
26 N 4.38187 -0.37938 -0.95022  0.00
27 C 5.81348 -0.19482 -1.03194  0.00
28 C 6.44472 -0.88208 -2.23917  0.00
29 H 3.97917 -5.54422 1.37650  0.00
30 H 5.42143 -4.97748 0.52713  0.00
31 H 3.87625 -5.06779 -0.32880  0.00
32 H 4.42998 -3.18756 2.02835  0.00
33 H 2.92630 -3.29145 1.13931  0.00
34 H 5.45168 -2.37623 -0.05974  0.00
35 H 3.78803 0.39139 -1.23777  -0.02
36 H 6.28708 -0.52710 -0.09967  0.00
37 H 5.98304 0.87995 -1.10840  0.00
38 H 6.26612 -1.95998 -2.22786  0.00
39 H 7.52271 -0.70680 -2.26304  0.00
40 H 6.00807 -0.47341 -3.15010  0.00
41 Se 4.79925 2.75464 -3.56441  0.01
42 C 3.38660 1.98386 -2.73614  0.03
43 N 2.54912 1.47428 -2.10885  -0.02
44 C 1.60050 1.65927 2.43801  0.04
45 C 0.40920 0.69213 2.44950  0.07
46 C -0.62949 1.19783 3.48311  0.00
47 C -0.18063 0.58584 1.01855  -0.10
48 C 0.80416 -0.68864 2.99524  0.01
49 C 0.12008 -1.86079 2.67306  0.00
50 C 0.41504 -3.06660 3.29400  0.00
51 C 1.40953 -3.14623 4.25749  0.00
52 C 2.10809 -1.99361 4.58616  0.00
53 C 1.80156 -0.79006 3.96702  0.00
54 H 1.31168 2.57556 1.92522  -0.02
55 H 2.42927 1.22162 1.87964  0.00
56 H 1.92797 1.92757 3.44767  0.00
57 H -0.86752 2.24921 3.33080  0.00
58 H -0.23399 1.08538 4.49621  0.00
59 H -1.55184 0.61186 3.41894  0.00
60 H -0.82640 -0.29254 0.97141  -0.03
61 H -0.63776 -1.86009 1.90289  -0.01
62 H -0.13058 -3.95586 3.00031  0.00
63 H 1.64468 -4.09123 4.73352  0.00
64 H 2.89822 -2.02736 5.32828  0.00
65 H 2.36420 0.09051 4.24477  0.00
66 F -4.19485 -3.22508 -5.50842  0.00
67 C -3.58232 -2.65069 -4.44359  0.00
68 C -2.23978 -2.88708 -4.17857  0.00
69 F -1.55794 -3.70961 -5.00124  0.00
70 C -1.60711 -2.31430 -3.09696  -0.01
71 F -0.31410 -2.60442 -2.89256  0.00
72 C -2.27189 -1.44989 -2.18421  0.02
73 O -1.72353 -0.91091 -1.17237  0.01
74 C -3.63987 -1.25286 -2.50467  0.00
75 F -4.37139 -0.43876 -1.69017  0.00
76 C -4.27627 -1.82040 -3.58753  0.00
77 F -5.58563 -1.57000 -3.81331  0.00
78 F -2.88934 1.86730 -3.14380  0.00
79 C -2.11363 2.93830 -3.40184  0.00
80 F -2.32977 3.28068 -4.68014  0.00
81 F -2.57830 3.94917 -2.63670  0.00
82 S -0.33479 2.58877 -3.09516  0.01
83 O -0.06700 1.52739 -4.02355  0.00
84 O 0.27359 3.87110 -3.33373  0.00
85 O -0.37354 2.19657 -1.67487  0.01

Force components x, y, z for each atom (eV/Å):
Ru 0.6 0.6 0.3
C 0.0 0.0 0.0
C 0.0 0.0 0.0
C 0.0 0.0 0.0
C 0.1 0.0 0.0
N -0.1 0.0 0.0
C 0.1 0.0 -0.1
N -0.1 0.1 0.0
N 0.0 -0.1 -0.1
N 0.1 0.0 0.0
H 0.0 0.0 0.0
H 0.0 0.0 0.0
H 0.0 0.0 0.0
H 0.0 0.0 0.0
H 0.0 0.0 0.0
H 0.0 0.0 0.0
H 0.0 0.0 0.0
H 0.0 0.0 0.0
H 0.0 0.0 0.0
H 0.0 -0.1 0.1
C 0.0 0.0 0.0
C 0.0 0.0 0.0
N -0.1 0.1 0.0
C 0.1 -0.2 0.1
S 0.0 -0.2 0.2
N 0.1 0.1 0.2
C 0.0 0.0 0.0
C 0.0 0.0 0.0
H 0.0 0.0 0.0
H 0.0 0.0 0.0
H 0.0 0.0 0.0
H 0.0 0.0 0.0
H -0.1 0.0 0.0
H 0.0 0.0 0.0
H 0.0 0.0 -0.1
H 0.0 0.0 0.0
H 0.0 0.0 0.0
H 0.0 0.0 0.0
H 0.0 0.0 0.0
H 0.0 0.0 0.0
Se 0.0 -0.1 0.0
C 0.0 0.2 0.3
N -0.4 -0.1 -0.4
C 0.0 0.0 0.0
C 0.0 0.1 0.0
C 0.0 0.0 0.1
C -0.2 -0.2 -0.3
C 0.1 0.0 0.0
C 0.0 0.0 0.0
C 0.0 0.0 0.0
C 0.0 0.0 0.0
C 0.0 0.0 0.0
C 0.1 0.0 0.0
H 0.0 0.0 0.0
H 0.0 0.0 0.0
H 0.0 0.0 0.0
H 0.0 0.0 0.0
H 0.0 0.0 0.0
H 0.0 0.0 0.0
H 0.0 0.0 0.0
H 0.0 0.0 0.0
H 0.0 0.0 0.0
H 0.0 0.0 0.0
H 0.0 0.0 0.0
H 0.0 0.0 0.0
F 0.0 0.0 0.0
C 0.1 0.0 0.0
C -0.1 0.0 0.0
F 0.0 0.0 0.0
C 0.0 -0.1 0.0
F 0.0 0.0 0.0
C 0.0 0.1 0.2
O -0.1 -0.1 0.0
C 0.0 0.0 -0.1
F 0.0 0.0 0.0
C 0.0 0.1 0.1
F 0.0 0.0 0.0
F 0.0 0.0 0.0
C -0.1 -0.2 -0.1
F 0.0 0.1 0.0
F 0.0 0.1 0.0
S 0.2 0.0 0.1
O 0.0 0.1 0.0
O 0.0 0.0 0.0
O -0.1 0.0 -0.1

Question: What is the F_max in the third record?
Answer: 0.90 eV Å⁻¹

Question: F_max of number 3 (C28H34F8N7O4RuS2Se)?
Answer: 0.90 eV Å⁻¹